No. 1
Entry from the Open Molecules 2025 dataset: a molecular structure, C39H37BMgN13O2S2 (ωB97M-V/def2-TZVPD).

Each line ends with the Mulliken charge.
Atoms and positions in Å:
Mg -0.2085 -0.1019 -0.2635  2.827
C -3.3210 1.7288 -0.4086  -1.455
C -2.6671 1.2820 -1.6746  0.612
C -3.2382 1.1748 -2.9398  -1.646
C -2.2630 0.5951 -3.7199  0.015
N -1.1734 0.3876 -2.9667  0.818
N -1.4136 0.8354 -1.6945  -0.317
B 0.2205 -0.1916 -3.3084  -0.277
N 0.4542 -1.5839 -2.6178  1.541
C 0.6754 -2.7541 -3.2410  -0.252
C 0.8236 -3.7399 -2.2915  -1.761
C 0.6606 -3.0825 -1.0662  0.172
C 0.5741 -3.6771 0.2992  -0.887
N 0.4586 -1.7885 -1.2738  -0.503
N 1.2671 0.8306 -2.7896  0.416
C 1.9680 1.7175 -3.5083  -0.177
C 2.7747 2.4238 -2.6490  -1.868
C 2.4833 1.9107 -1.3807  0.677
C 3.1794 2.3355 -0.1288  -1.056
N 1.5462 0.9608 -1.4658  0.116
N 0.4794 -0.4212 -4.7961  0.716
C 1.6952 -0.6516 -5.3537  -0.347
C 1.5039 -1.1622 -6.6114  -1.326
C 0.1022 -1.2405 -6.7486  0.757
C -0.6924 -1.7420 -7.9100  -1.347
N -0.4978 -0.8095 -5.6549  -1.148
H -4.3644 1.4160 -0.4082  0.384
H -3.2989 2.8156 -0.2957  0.388
H -2.8440 1.2780 0.4625  0.158
H -4.2413 1.4310 -3.2298  0.476
H -2.2705 0.2774 -4.7437  0.577
H 0.6917 -2.8107 -4.3160  0.368
H 0.9848 -4.7907 -2.4541  0.565
H -0.3546 -4.2476 0.3880  0.057
H 0.5714 -2.9036 1.0672  -0.177
H 1.4087 -4.3514 0.4936  0.460
H 1.8496 1.7829 -4.5756  0.714
H 3.4826 3.1963 -2.8919  0.502
H 3.8838 3.1288 -0.3762  0.431
H 3.7422 1.5118 0.3118  0.105
H 2.4987 2.7259 0.6232  0.074
H 2.6044 -0.4534 -4.8118  0.572
H 2.2574 -1.4350 -7.3298  0.426
H -0.1400 -1.6212 -8.8411  0.380
H -1.6329 -1.1998 -7.9896  0.347
H -0.9273 -2.8015 -7.7952  0.241
N -2.1961 -8.2151 -0.8490  -0.583
C -2.5015 -6.8592 -0.8871  1.040
C -3.2920 -6.2830 0.1107  -0.858
C -3.5564 -4.9269 0.1028  -0.126
C -3.0272 -4.1202 -0.8968  -0.864
C -2.2702 -4.6891 -1.9106  -0.168
C -1.9996 -6.0458 -1.9031  -0.861
S -3.3587 -2.3847 -0.9595  1.385
O -3.1956 -1.9999 -2.3379  -0.714
O -4.6285 -2.1680 -0.3165  -0.817
N -2.1753 -1.6074 -0.1699  -0.791
C -2.0572 -1.6640 1.1457  -0.261
N -1.1703 -0.7356 1.6359  0.634
C -1.0496 -0.6557 2.9592  0.089
C -1.7247 -1.4819 3.8279  -1.201
C -2.5313 -2.4511 3.2319  -0.364
N -2.7008 -2.5553 1.9350  -0.249
H -2.8332 -8.7885 -0.3216  0.226
H -1.9398 -8.6278 -1.7304  0.230
H -3.7070 -6.9103 0.8909  0.294
H -4.1778 -4.4817 0.8639  0.499
H -1.9024 -4.0594 -2.7071  0.635
H -1.4041 -6.4834 -2.6963  0.289
H -0.3855 0.1106 3.3382  0.189
H -1.6169 -1.3930 4.8973  0.454
H -3.0564 -3.1800 3.8436  0.428
S 3.1565 0.3300 3.7459  -0.522
C 3.8178 -1.0056 2.8648  1.054
C 4.8913 -1.8271 3.2006  -0.755
C 5.2778 -2.7839 2.2863  -0.537
C 4.6208 -2.9150 1.0558  -0.848
C 3.5513 -2.1096 0.7300  -0.238
C 3.1289 -1.1557 1.6560  -0.968
N 2.0840 -0.2584 1.4656  0.835
C 2.0249 0.5745 2.4529  0.353
C 1.1077 1.7156 2.4195  0.329
C 1.0941 2.7447 3.3640  -0.906
C 0.2784 3.8526 3.1830  -0.995
C -0.5155 3.9718 2.0510  -0.764
C -0.5181 2.9643 1.0802  -1.276
C 0.2638 1.8803 1.3458  1.418
H 5.4128 -1.7122 4.1408  0.427
H 6.1113 -3.4334 2.5176  0.391
H 4.9616 -3.6594 0.3487  0.454
H 3.0419 -2.1930 -0.2179  0.513
H 1.7417 2.6838 4.2313  0.518
H 0.2802 4.6407 3.9230  0.412
H -1.1282 4.8514 1.9014  0.472
H -1.0992 3.0501 0.1723  0.753

The calculated total energy comes out at -3392.2241 a.u. The multiplicity is 2. For the gap between HOMO and LUMO (alpha / beta), the calculation gives 7.04 / 5.93 eV.

***

No. 2
Entry from the Open Molecules 2025 dataset: a molecular structure, C38H34N2O2P2RbSi (ωB97M-V/def2-TZVPD).

Each line ends with the Mulliken charge.
Atoms and positions in Å:
Rb 0.1245 -1.6421 -0.0219  0.869
C 0.4202 -0.4193 4.6164  -1.619
Si 0.3799 0.4308 2.8780  -0.055
C -0.8241 1.9140 3.2144  0.623
C -1.7440 1.9000 4.2721  -0.422
C -2.7609 2.8389 4.3780  -0.724
C -2.9058 3.8328 3.4183  -0.796
C -2.0062 3.8795 2.3635  -0.448
C -0.9753 2.9452 2.2733  -0.279
P 0.2555 2.9510 0.9267  0.862
C -0.7296 3.4546 -0.5373  0.046
C -0.7091 4.7040 -1.1476  -0.328
C -1.4315 4.9299 -2.3138  -0.586
C -2.1786 3.9100 -2.8846  -0.672
C -2.1983 2.6547 -2.2880  -0.318
C -1.4735 2.4301 -1.1298  -0.507
C 1.2407 4.4554 1.2846  0.875
C 2.4280 4.5785 0.5589  0.446
C 3.2618 5.6714 0.7375  -0.694
C 2.9297 6.6522 1.6627  -0.705
C 1.7613 6.5313 2.4005  -0.623
C 0.9213 5.4418 2.2122  -0.741
C 2.0971 1.3759 3.0273  -0.438
C 2.2132 2.3207 4.0600  -0.077
C 3.3525 3.0794 4.2636  -0.832
C 4.4507 2.9056 3.4326  -0.940
C 4.3797 1.9743 2.4155  0.025
C 3.2226 1.2146 2.2065  0.518
P 3.1664 0.0617 0.7784  0.667
C 3.2988 1.2302 -0.6423  0.756
C 4.4639 1.9246 -0.9754  0.194
C 4.4772 2.8356 -2.0187  -0.910
C 3.3171 3.0788 -2.7464  -0.603
C 2.1527 2.3962 -2.4318  -0.151
C 2.1504 1.4768 -1.3899  -0.350
C 4.8487 -0.6793 0.7950  0.420
C 5.4707 -1.0695 -0.3926  -0.605
C 6.6665 -1.7724 -0.3780  -0.610
C 7.2624 -2.1159 0.8274  -0.486
C 6.6449 -1.7547 2.0158  -0.627
C 5.4509 -1.0484 2.0000  -0.604
H 0.5974 0.2512 5.4651  0.397
H 1.2183 -1.1683 4.6180  0.310
H -0.5123 -0.9601 4.7996  0.351
H -1.6775 1.1272 5.0263  0.313
H -3.4557 2.7846 5.2089  0.370
H -3.7092 4.5562 3.4873  0.392
H -2.1028 4.6405 1.5962  0.467
H -0.1231 5.5054 -0.7130  0.413
H -1.4063 5.9090 -2.7770  0.395
H -2.7343 4.0858 -3.7974  0.366
H -2.7548 1.8367 -2.7275  0.539
H -1.4695 1.4336 -0.7026  0.360
H 2.6991 3.8019 -0.1494  -0.459
H 4.1792 5.7465 0.1666  0.457
H 3.5841 7.5010 1.8168  0.329
H 1.5025 7.2871 3.1322  0.365
H 0.0176 5.3477 2.7990  0.359
H 1.3614 2.4784 4.7136  0.353
H 3.3816 3.8142 5.0602  0.379
H 5.3472 3.4988 3.5673  0.396
H 5.2388 1.8357 1.7687  0.201
H 5.3733 1.7468 -0.4133  0.307
H 5.3905 3.3649 -2.2606  0.403
H 3.3218 3.8007 -3.5531  0.393
H 1.2392 2.5812 -2.9817  0.388
H 1.2247 0.9688 -1.1469  -0.084
H 5.0190 -0.8162 -1.3445  0.408
H 7.1319 -2.0528 -1.3147  0.390
H 8.1963 -2.6631 0.8412  0.369
H 7.0948 -2.0218 2.9639  0.391
H 4.9846 -0.7706 2.9365  0.386
N -3.8884 0.4357 -0.8176  -0.250
N -3.7793 -0.9591 -0.6853  -0.340
C -2.5592 -1.6001 -1.0358  0.557
O -2.4020 -2.7193 -0.4814  -0.828
O -1.7628 -1.0180 -1.8012  -0.692
H -3.6992 0.9049 0.0632  0.132
H -4.8265 0.6681 -1.1133  0.241
H -4.1524 -1.3526 0.1662  0.224

Its charge is -1. The calculated total energy comes out at -2724.8266 a.u. For the gap between HOMO and LUMO, the calculation gives 5.52 eV.

***

No. 3
Entry from the Open Molecules 2025 dataset: a molecular structure, C16H22N4O4S at a distorted geometry (ωB97M-V/def2-TZVPD).

Each line ends with the Mulliken charge.
Atoms and positions in Å:
C -4.3519 -1.7122 1.3188  -1.472
C -2.7565 -1.9976 1.3042  -0.620
H -2.4063 -2.3918 0.3643  0.663
H -2.6283 -2.6498 2.1513  0.378
O -2.2247 -0.9117 1.2809  -0.191
C -0.9509 -0.7887 1.4399  0.751
C -0.1556 -1.9383 1.6296  -1.272
C 1.2898 -1.6348 1.2758  -0.014
C 1.7960 -0.3690 1.1766  0.507
C 1.0871 0.6853 1.2048  -0.706
C -0.3867 0.7863 1.2741  0.065
N -1.3148 1.7603 1.0600  0.211
C -0.9531 2.6836 0.4457  0.764
O 0.1106 3.2750 0.1191  -0.664
C -2.2121 3.7348 0.4159  -1.723
H -3.0562 3.2561 0.0729  0.375
H -1.9100 4.5514 0.1637  0.632
H -2.6093 3.8432 1.6368  0.233
H -2.0619 1.5269 1.3205  -0.231
H 1.4694 1.7507 1.2356  0.288
S 3.5671 -0.1865 1.0370  1.270
O 3.9763 0.7230 2.3630  -0.812
O 4.2152 -1.3522 0.9631  -0.572
N 3.6804 0.8156 -0.0869  -0.381
H 4.4254 1.6590 -0.3430  0.374
C 4.0069 0.0642 -1.5140  -1.306
H 4.7268 -0.8950 -1.4043  0.287
C 2.6548 -0.5042 -1.8972  -0.695
C 1.4226 0.3093 -2.0083  -0.162
N 0.2125 -0.2475 -1.8922  0.761
C -0.2057 -1.3805 -1.8624  -0.132
N -1.5436 -1.6220 -1.7972  -0.689
C -1.9599 -0.2873 -1.7166  -0.310
C -0.9815 0.4187 -1.9402  -0.869
H -0.9629 1.5456 -2.0111  0.566
H -2.9991 0.0742 -1.6198  0.359
H 0.4788 -2.3208 -1.9873  0.342
H 1.6021 1.1926 -1.1429  0.187
H 1.5777 0.7995 -3.1168  0.212
H 2.6616 -1.1644 -2.6492  0.860
H 2.4346 -1.3856 -0.8660  0.109
H 4.0619 0.8268 -2.0451  0.759
H 1.8744 -2.5493 1.4669  0.426
H -0.5320 -2.9414 1.5791  0.401
H -4.7295 -1.0397 0.2922  0.167
H -4.5788 -1.2523 2.1144  0.520
H -4.8607 -2.7595 1.1943  0.352

The calculated total energy comes out at -1540.3977 a.u. For the gap between HOMO and LUMO, the calculation gives 8.33 eV.

***

Computed ΔE to the lowest compared entry with this formula, charge and spin (kJ/mol) in order:
75.6; 16.3; 1727.6